# 1
Here is a molecular structure, C45H52InN4O6PS from OMol25. Energies are from ωB97M-V with the def2-TZVPD basis set.

The geometry in XYZ format:
```
110
Properties=species:S:1:pos:R:3:forces:R:3
In 10.8236 12.8362 13.1723 0.685 0.241 -1.207
C 8.7430 15.9436 11.7849 -0.083 -0.003 -0.126
C 9.4787 16.7302 12.8260 -0.124 0.033 -0.056
C 8.9013 17.8590 13.3951 -0.088 -0.070 -0.178
C 9.5409 18.5716 14.3908 0.013 -0.049 0.030
C 10.7539 18.1080 14.8682 0.205 -0.032 0.186
C 11.3513 16.9754 14.3313 0.065 0.006 0.194
C 12.6036 16.4153 14.9420 0.080 0.115 0.057
C 10.7372 16.3246 13.2578 0.278 -0.712 -0.430
N 11.3910 15.1880 12.6756 -0.109 0.131 0.365
C 12.5907 15.4373 12.1482 -0.232 -0.793 0.242
O 13.0871 16.5046 11.7879 0.107 0.554 -0.080
C 13.5104 14.2167 12.1379 -0.317 -0.014 -0.133
C 14.8574 14.4437 12.3458 0.022 0.345 -0.117
C 15.6986 13.3699 12.5516 0.295 0.134 0.072
C 15.1623 12.1024 12.5510 0.141 -0.185 -0.180
C 13.8107 11.9447 12.3031 -0.393 -0.013 -0.083
N 12.9935 12.9844 12.0756 0.613 0.055 0.643
C 13.2551 10.5354 12.3922 0.568 0.153 0.185
O 14.0842 9.6111 12.2944 0.181 -0.248 -0.112
N 11.9959 10.4624 12.7306 -0.960 -0.522 0.073
C 11.2411 9.3158 12.7964 0.538 0.707 0.150
C 10.5884 9.0677 14.1470 0.082 0.025 -0.146
C 11.1328 10.0259 15.2185 0.207 -0.018 0.072
C 8.3769 7.9898 13.4394 -0.119 -0.221 0.155
C 8.8650 7.2932 12.3895 -0.024 -0.068 -0.153
C 10.0456 7.4879 11.6138 0.086 0.084 0.049
C 11.0575 8.4391 11.7156 0.099 -0.607 0.085
C 12.0081 8.5007 10.5645 0.366 0.073 -0.162
H 7.7716 16.3887 11.5726 -0.088 0.078 0.032
H 8.5747 14.9226 12.1251 0.007 -0.061 0.104
H 9.2936 15.8897 10.8497 0.157 0.019 -0.104
H 7.9282 18.1661 13.0344 -0.109 0.083 0.024
H 9.0810 19.4497 14.8199 -0.064 0.107 0.057
H 11.2478 18.6067 15.7010 -0.093 -0.024 -0.099
H 12.8293 16.9485 15.8680 0.062 -0.006 -0.021
H 13.4544 16.5057 14.2649 0.061 0.097 0.001
H 12.4802 15.3574 15.1781 -0.131 -0.010 -0.014
H 15.1706 15.4759 12.3711 0.170 0.028 -0.035
H 16.7573 13.5241 12.7420 -0.087 -0.007 0.001
H 15.7393 11.2095 12.7291 0.066 -0.049 0.008
H 12.1992 10.2036 15.0610 -0.125 -0.013 0.045
H 11.0146 9.5767 16.2045 0.002 -0.109 0.080
H 10.6069 10.9762 15.2886 0.056 -0.029 -0.168
H 7.3980 7.7334 13.8407 0.149 -0.022 -0.041
H 8.2226 6.4845 12.0409 0.068 0.024 -0.004
H 10.1124 6.8444 10.7412 -0.034 0.004 0.015
H 11.6741 7.8496 9.7612 -0.002 -0.093 -0.130
H 13.0236 8.2565 10.8776 -0.010 -0.166 -0.033
H 12.0905 9.5066 10.1645 -0.065 0.143 0.049
O 8.9770 12.2323 16.0615 -0.168 -0.099 0.384
S 9.3725 13.4620 15.4017 -0.074 -0.556 -0.192
O 8.9066 14.6574 16.0201 -0.286 1.116 0.628
O 10.9063 13.4624 15.2637 -0.456 -0.076 -0.250
O 8.8682 13.3985 13.9424 0.248 0.167 0.525
C 13.4042 11.6962 8.8016 0.265 -0.216 0.036
C 11.9819 11.3696 8.3586 -0.309 0.085 -0.023
C 11.7554 11.9511 6.9505 0.104 -0.061 0.045
P 10.8384 11.7459 9.8318 -0.107 0.215 -0.366
C 10.0343 13.3951 9.4536 -0.072 0.006 0.005
C 8.9664 13.4806 8.3650 0.075 0.216 -0.167
C 11.1105 14.4618 9.2676 0.084 -0.024 -0.023
C 9.4429 10.5945 9.5549 0.102 -0.003 -0.665
C 9.1447 10.0682 8.2912 -0.036 0.053 0.280
C 8.1188 9.1682 8.0596 0.165 0.002 0.034
C 7.9444 8.5109 6.7250 -0.262 -0.010 -0.410
C 7.3048 8.8414 9.1384 -0.220 -0.084 0.246
C 7.5617 9.3319 10.3987 -0.099 -0.059 -0.343
C 8.6726 10.1582 10.6397 0.026 0.232 1.111
N 9.0985 10.3191 11.9410 -0.086 -0.014 -0.615
C 8.4822 10.1870 13.0552 -0.383 0.369 0.343
C 7.2125 10.8444 13.3927 0.290 -0.193 -0.528
C 6.6525 11.8250 12.4249 -0.417 0.390 -0.279
C 6.7017 10.7251 14.6204 -0.068 -0.130 0.236
C 7.3234 9.9806 15.6983 -0.606 0.264 -0.144
C 6.6788 10.0582 17.0418 -0.177 0.090 0.254
C 8.4497 9.3408 15.4527 0.436 -0.398 -0.261
C 9.0390 9.2054 14.0818 -0.228 -0.107 0.138
C 10.9866 7.6478 14.5798 0.060 -0.305 0.209
H 14.1380 11.3802 8.0492 -0.073 0.025 -0.015
H 13.6676 11.2075 9.7412 -0.040 -0.028 -0.050
H 13.5228 12.7676 8.9513 0.028 0.162 0.036
H 11.8776 10.2822 8.2874 0.092 0.038 -0.048
H 12.1409 12.9703 6.8690 0.012 -0.066 0.058
H 10.7141 11.9878 6.6517 -0.142 -0.094 -0.049
H 12.2997 11.3431 6.2125 -0.061 0.099 0.103
H 9.5358 13.6072 10.4070 -0.009 -0.026 0.017
H 9.4020 13.4708 7.3591 -0.029 -0.027 0.131
H 8.4089 14.4222 8.4591 0.107 -0.045 0.036
H 8.2473 12.6706 8.4309 -0.093 -0.155 0.023
H 11.6790 14.2933 8.3517 -0.033 0.035 -0.018
H 11.8122 14.4818 10.1000 -0.075 -0.052 -0.083
H 10.6622 15.4546 9.2008 -0.006 0.050 -0.001
H 9.7579 10.3511 7.4529 0.139 0.069 -0.181
H 8.4441 9.0681 5.9279 0.000 0.028 0.081
H 6.8858 8.4308 6.4508 0.079 0.010 0.031
H 8.3514 7.4961 6.7035 0.034 -0.018 0.087
H 6.4740 8.1542 9.0070 -0.021 -0.010 -0.063
H 6.9688 9.0169 11.2441 -0.070 -0.040 0.039
H 6.7620 11.5396 11.3836 -0.002 -0.142 -0.044
H 7.1596 12.7842 12.5503 0.033 -0.003 0.077
H 5.5871 11.9727 12.6191 0.023 0.068 0.020
H 5.8157 11.3023 14.8422 -0.188 0.100 0.157
H 6.5383 11.0983 17.3441 0.069 0.041 -0.069
H 7.2785 9.5756 17.8109 0.074 -0.097 -0.004
H 5.6881 9.5867 17.0286 0.060 0.003 0.002
H 8.9709 8.8479 16.2555 0.102 -0.151 0.183
H 10.3752 7.3187 15.4258 0.048 0.044 0.059
H 12.0337 7.6589 14.8936 -0.027 0.048 0.018
H 10.8856 6.9019 13.7919 -0.008 0.169 0.097
```
Forces are in eV/Å.

## Properties
- Lowest unoccupied orbital energy (alpha / beta): 4.15 / 4.15 eV
- HOMO level (alpha / beta): -0.042 / -0.026 hartree
- HOMO-LUMO gap (alpha / beta): 0.19481 / 0.17818 Eh
- Energy relative to the best compared isomer or geometry (same formula, charge and spin): 0.0 kJ/mol
- Charge: -2

# 2
Here is 4 unconnected molecules or ions with the total composition C45H53BN6O11S from OMol25. Energies are from ωB97M-V with the def2-TZVPD basis set.

The geometry in XYZ format:
```
117
Properties=species:S:1:pos:R:3:forces:R:3
C 3.3303 4.3688 4.9605 0.242 -0.004 -0.098
C 2.8205 4.5413 3.7450 0.012 0.052 0.060
C 1.3540 4.6220 3.4134 0.119 0.632 0.448
C 0.8950 3.3499 2.7282 -0.155 -0.337 0.254
C 0.6709 2.1831 3.4880 0.073 0.035 -0.708
C 0.8372 2.1561 4.9872 -0.231 -0.346 -0.093
C 1.9639 1.2803 5.4654 0.081 0.038 0.006
N 2.1836 1.1055 6.6976 0.026 -0.099 -0.042
C 0.2888 0.9966 2.8236 0.037 0.173 0.367
C 0.0122 -0.2773 3.5955 0.739 -0.355 -0.590
C 1.1469 -1.3141 3.4567 -0.435 0.098 -0.606
C 0.1363 1.0165 1.4347 0.009 -0.062 -0.610
C 0.3197 2.1805 0.6913 0.218 -0.028 0.955
C 0.7100 3.3413 1.3446 0.197 0.430 -0.258
B 0.9186 4.6466 0.4654 -0.145 0.073 -0.265
O 2.0605 4.8561 -0.2616 0.124 0.311 0.734
O -0.0555 5.6354 0.4111 -0.081 -0.436 0.258
N 0.1063 2.2225 -0.7201 -0.273 -0.029 0.008
C 0.7236 1.1456 -1.4209 0.098 -0.150 -0.379
C 1.4463 1.4160 -2.5843 -0.171 -0.299 0.223
O 1.5821 2.6921 -3.0622 0.262 -0.114 -0.325
C 2.0517 0.3660 -3.2508 0.030 -0.147 0.024
C 1.9713 -0.9610 -2.8112 -0.012 0.437 -0.266
C 2.7190 -2.0013 -3.6192 -0.158 -0.378 0.154
C 2.0846 -3.3978 -3.7363 0.092 0.287 0.127
C 0.5884 -3.4069 -4.0356 0.076 -0.540 -0.273
C 0.0066 -4.8098 -3.8696 0.068 -0.085 0.131
C 0.0436 -5.3581 -2.4559 -0.112 -0.789 0.405
N -0.6794 -6.6542 -2.3852 0.035 0.079 0.169
C 1.2480 -1.2258 -1.6486 0.103 0.163 0.025
O 1.1423 -2.5111 -1.1822 0.071 0.121 0.146
C 2.0087 -2.8613 -0.0874 -0.191 -0.231 -0.647
C 3.3127 -2.1035 0.0048 0.726 -0.639 1.157
C 4.3152 -3.0025 0.7665 -0.442 0.247 -0.416
O 3.1737 -0.8993 0.7694 -0.083 0.063 -0.549
C 0.6225 -0.1731 -0.9772 -0.208 0.501 0.353
S -0.3452 -0.4312 0.4946 0.132 -0.236 0.151
H 2.8526 4.6873 5.8778 -0.550 -0.685 0.050
H 4.2866 3.8729 5.0645 0.481 0.772 0.064
H 3.5192 4.5946 2.9154 -0.104 -0.823 -0.266
H 0.8032 4.7509 4.3428 -0.108 0.123 0.054
H 1.1390 5.5090 2.8171 -0.069 -0.076 -0.220
H 0.9903 3.1315 5.4263 -0.095 0.174 -0.013
H -0.0759 1.7417 5.4190 -0.058 0.146 0.172
H 2.5687 0.8023 4.6955 0.084 0.026 -0.120
H 2.9723 0.4690 6.8000 0.031 0.037 0.191
H -0.8669 -0.7320 3.1438 -0.335 -0.029 0.402
H -0.1513 -0.1011 4.6476 -0.348 0.163 0.031
H 2.1330 -0.8707 3.5331 0.147 -0.086 0.308
H 1.0922 -1.7116 2.4512 0.148 -0.090 -0.149
H 0.9976 -2.1566 4.1278 0.153 0.100 0.281
H 2.7887 4.3721 0.1400 0.076 -0.349 -0.447
H 0.2023 6.4049 0.9227 -0.029 0.322 -0.324
H -0.8940 2.2453 -0.9010 -0.043 0.002 -0.060
H 0.7188 3.0578 -3.2714 -0.066 0.156 0.281
H 2.6188 0.5928 -4.1435 -0.021 0.019 -0.095
H 3.7097 -2.1122 -3.1699 0.137 -0.034 -0.093
H 2.8845 -1.6078 -4.6208 -0.021 0.200 -0.050
H 2.3344 -3.9554 -2.8384 -0.233 -0.073 0.177
H 2.5741 -3.9392 -4.5485 0.154 0.061 -0.081
H 0.4517 -3.1271 -5.0820 -0.031 0.100 0.279
H 0.0199 -2.7002 -3.4343 0.081 0.084 0.167
H 0.5632 -5.5105 -4.4982 0.021 -0.010 -0.147
H -1.0275 -4.8696 -4.2063 -0.076 0.174 -0.070
H -0.4101 -4.6906 -1.7252 -0.075 0.289 -0.173
H 1.0660 -5.5322 -2.1137 0.182 0.320 -0.052
H -1.1196 -6.7455 -1.4786 -0.129 0.059 -0.008
H -0.0179 -7.4199 -2.4120 0.016 -0.036 -0.231
H 1.4354 -2.8033 0.8337 0.152 0.215 0.224
H 2.2545 -3.9126 -0.2412 -0.091 -0.094 -0.163
H 3.7570 -1.9149 -0.9696 -0.292 0.239 -0.211
H 4.8238 -3.6825 0.0857 0.022 -0.081 -0.027
H 3.7811 -3.5976 1.5052 0.158 0.043 0.279
H 5.0373 -2.3439 1.2350 0.161 -0.125 0.188
H 3.4326 -0.1759 0.1922 -0.141 0.201 0.104
C 1.9846 1.0239 -9.4862 -0.002 -0.012 0.005
C 0.9256 1.0462 -8.5882 0.093 -0.032 -0.069
C 0.4882 -0.1300 -8.0008 -0.130 0.144 0.102
C 1.1261 -1.3137 -8.3230 0.065 0.158 -0.062
C 2.1782 -1.3570 -9.2189 0.167 -0.076 -0.121
C 2.6070 -0.1763 -9.8035 -0.072 0.088 0.051
N 0.6801 -2.5608 -7.6840 -0.041 -0.044 0.034
O -0.2562 -2.4947 -6.9119 -0.115 0.093 -0.322
O 1.2806 -3.5815 -7.9519 0.017 -0.005 -0.003
H 2.3266 1.9450 -9.9394 -0.005 0.000 -0.006
H 0.4413 1.9813 -8.3432 -0.015 -0.005 0.010
H -0.3347 -0.1192 -7.3017 0.019 -0.125 0.022
H 2.6600 -2.2929 -9.4595 -0.076 -0.059 0.084
H 3.4297 -0.1922 -10.5049 0.004 -0.020 -0.003
C -4.5203 2.9334 8.8761 0.006 -0.009 -0.016
C -5.1195 3.1691 7.6455 0.073 -0.036 0.094
C -4.6938 2.4790 6.5224 -0.159 0.117 -0.097
C -3.6719 1.5569 6.6548 -0.060 0.091 0.150
C -3.0585 1.3127 7.8698 0.142 -0.098 0.142
C -3.4892 2.0098 8.9869 -0.093 0.079 -0.038
N -3.2299 0.8068 5.4701 0.029 -0.001 -0.086
O -3.7659 1.0555 4.4090 -0.004 -0.004 -0.014
O -2.3510 -0.0192 5.6199 -0.072 0.003 0.065
H -4.8587 3.4710 9.7520 0.004 0.006 -0.001
H -5.9211 3.8897 7.5610 -0.003 0.001 -0.020
H -5.1554 2.6581 5.5628 0.068 -0.092 -0.048
H -2.2584 0.5918 7.9503 -0.011 -0.022 -0.118
H -3.0218 1.8299 9.9450 0.018 -0.013 -0.006
C -3.5341 -0.0087 -1.1974 -0.034 0.038 -0.056
C -3.9878 0.1425 0.1061 0.025 0.008 -0.094
C -5.3404 0.0353 0.3868 0.054 0.035 0.188
C -6.2182 -0.2266 -0.6494 0.184 -0.001 -0.029
C -5.7857 -0.3742 -1.9548 0.000 -0.040 -0.214
C -4.4316 -0.2624 -2.2269 0.032 0.036 0.123
N -7.6535 -0.3625 -0.3535 -0.055 0.016 0.004
O -8.0093 -0.2080 0.7973 -0.002 0.002 0.010
O -8.3978 -0.6220 -1.2776 -0.004 0.005 -0.008
H -2.4752 0.0706 -1.4085 0.009 -0.039 0.015
H -3.2857 0.3411 0.9048 -0.007 -0.008 0.012
H -5.6982 0.1521 1.3990 -0.102 -0.027 -0.034
H -6.4886 -0.5748 -2.7495 -0.093 -0.011 0.087
H -4.0759 -0.3779 -3.2417 -0.016 -0.011 -0.009
```
Forces are in eV/Å.

## Properties
- Lowest unoccupied orbital energy: -0.60 eV
- HOMO level: -0.299 hartree
- HOMO-LUMO gap: 0.27673 Eh

How do the records compare in maximum force? In the order shown, they have 1.41; 1.51 eV/Å.